No. 1
{"formula": "C41H38F5N3O2RhS2Te", "method": "ωB97M-V with the def2-TZVPD basis set", "species": ["Rh", "C", "C", "N", "C", "C", "C", "S", "N", "C", "O", "C", "C", "C", "C", "C", "C", "H", "H", "H", "H", "H", "H", "H", "H", "H", "H", "H", "H", "H", "H", "H", "C", "C", "C", "C", "C", "C", "Te", "N", "C", "O", "C", "C", "C", "C", "C", "C", "C", "C", "C", "C", "C", "C", "C", "C", "C", "C", "H", "H", "H", "H", "H", "H", "H", "H", "H", "H", "H", "H", "H", "H", "H", "H", "H", "H", "H", "H", "H", "H", "H", "F", "C", "C", "F", "C", "F", "C", "S", "C", "F", "C", "F"], "positions_angstrom": [[-0.498, -2.897, -0.708], [4.935, -3.495, 2.046], [4.789, -2.198, 1.264], [3.976, -2.355, 0.055], [4.700, -2.561, -1.192], [4.994, -1.261, -1.932], [2.642, -2.324, 0.123], [1.753, -2.394, -1.345], [2.135, -2.173, 1.348], [0.961, -2.649, 1.696], [0.264, -3.523, 1.067], [0.378, -2.136, 2.964], [-0.995, -2.260, 3.160], [-1.575, -1.728, 4.301], [-0.788, -1.093, 5.251], [0.584, -0.979, 5.061], [1.167, -1.492, 3.916], [5.589, -3.345, 2.905], [5.366, -4.281, 1.426], [3.965, -3.832, 2.406], [5.765, -1.842, 0.931], [4.338, -1.423, 1.882], [4.129, -3.246, -1.819], [5.629, -3.067, -0.920], [4.062, -0.749, -2.186], [5.529, -1.475, -2.856], [5.610, -0.594, -1.330], [-1.594, -2.764, 2.413], [-2.643, -1.816, 4.448], [-1.244, -0.686, 6.145], [1.196, -0.488, 5.807], [2.231, -1.404, 3.745], [3.924, 5.238, 2.125], [2.955, 4.162, 1.729], [3.226, 3.301, 0.680], [2.341, 2.292, 0.306], [2.760, 1.370, -0.806], [1.127, 2.184, 0.984], [-0.464, 0.835, 0.402], [-1.296, -1.167, -0.441], [-2.007, -1.263, -1.557], [-1.694, -2.316, -2.267], [-3.091, -0.359, -1.977], [-3.761, 0.433, -1.050], [-4.807, 1.243, -1.460], [-5.195, 1.250, -2.793], [-4.537, 0.450, -3.716], [-3.485, -0.356, -3.311], [-0.415, 1.544, -1.590], [0.031, 0.700, -2.600], [0.123, 1.162, -3.900], [-0.224, 2.475, -4.186], [-0.674, 3.304, -3.175], [-0.785, 2.860, -1.859], [-1.291, 3.806, -0.810], [0.851, 3.005, 2.090], [-0.411, 2.901, 2.908], [1.767, 3.989, 2.432], [4.840, 5.178, 1.541], [4.186, 5.159, 3.180], [3.490, 6.227, 1.970], [4.161, 3.398, 0.142], [3.829, 1.160, -0.719], [2.586, 1.823, -1.783], [2.232, 0.417, -0.783], [-3.495, 0.375, -0.001], [-5.336, 1.847, -0.735], [-6.028, 1.864, -3.108], [-4.849, 0.448, -4.751], [-2.961, -0.986, -4.016], [0.314, -0.319, -2.374], [0.463, 0.498, -4.684], [-0.145, 2.852, -5.196], [-0.963, 4.323, -3.405], [-1.998, 4.509, -1.248], [-0.472, 4.377, -0.367], [-1.804, 3.282, -0.001], [-0.703, 1.872, 3.115], [-1.250, 3.385, 2.403], [-0.270, 3.397, 3.866], [1.550, 4.634, 3.276], [-7.284, -1.699, -2.011], [-6.173, -2.267, -1.539], [-5.707, -1.943, -0.277], [-6.370, -1.056, 0.471], [-4.539, -2.524, 0.189], [-4.113, -2.137, 1.397], [-3.811, -3.443, -0.561], [-2.322, -4.136, 0.066], [-4.315, -3.755, -1.823], [-3.673, -4.612, -2.613], [-5.473, -3.180, -2.315], [-5.918, -3.482, -3.537]], "e_lumo_ev": [-0.2, -2.1], "total_charge": 0, "spin_multiplicity": 2, "e_homo_ha": [-0.2854, -0.2865], "gap_ev": [7.5953, 5.7389], "s_squared": 0.76, "e_above_lowest_kj_mol": 54.8}


No. 2
{"formula": "C41H38MgNO2P2S2", "method": "ωB97M-V with the def2-TZVPD basis set", "species": ["Mg", "S", "P", "C", "P", "S", "C", "C", "C", "C", "C", "C", "C", "C", "C", "C", "C", "C", "C", "C", "C", "C", "C", "C", "C", "C", "C", "C", "C", "C", "H", "H", "H", "H", "H", "H", "H", "H", "H", "H", "H", "H", "H", "H", "H", "H", "H", "H", "H", "H", "O", "C", "O", "C", "C", "C", "C", "C", "C", "H", "H", "H", "H", "H", "C", "N", "C", "C", "C", "C", "C", "C", "C", "C", "H", "H", "H", "H", "H", "H", "H", "H", "H", "H", "H", "H", "H"], "positions_angstrom": [[0.650, 0.382, -0.255], [0.481, 0.213, 3.017], [0.297, -1.571, 2.163], [0.484, -1.647, 0.460], [1.820, -2.293, -0.375], [2.169, -1.299, -2.041], [3.429, -2.525, 0.492], [4.455, -3.237, -0.116], [5.693, -3.309, 0.493], [5.905, -2.691, 1.717], [4.887, -1.971, 2.316], [3.659, -1.872, 1.690], [1.575, -4.067, -0.863], [1.290, -4.430, -2.174], [1.121, -5.760, -2.515], [1.212, -6.743, -1.543], [1.479, -6.389, -0.229], [1.662, -5.062, 0.107], [1.029, -2.753, 3.371], [1.911, -2.299, 4.343], [2.433, -3.177, 5.269], [2.077, -4.514, 5.230], [1.179, -4.966, 4.274], [0.652, -4.089, 3.345], [-1.467, -1.996, 2.455], [-2.306, -2.203, 1.371], [-3.659, -2.403, 1.574], [-4.173, -2.398, 2.861], [-3.336, -2.185, 3.945], [-1.985, -1.984, 3.745], [4.277, -3.721, -1.069], [6.504, -3.838, 0.010], [6.871, -2.767, 2.198], [5.051, -1.475, 3.262], [2.860, -1.275, 2.119], [1.230, -3.659, -2.932], [0.930, -6.035, -3.544], [1.087, -7.784, -1.812], [1.554, -7.156, 0.532], [1.889, -4.780, 1.128], [2.146, -1.242, 4.387], [3.108, -2.811, 6.032], [2.493, -5.199, 5.956], [0.882, -6.006, 4.267], [-0.070, -4.420, 2.608], [-1.867, -2.202, 0.378], [-4.312, -2.562, 0.727], [-5.232, -2.555, 3.022], [-3.744, -2.172, 4.948], [-1.319, -1.812, 4.583], [-1.489, 3.221, -0.956], [-1.675, 2.198, -0.284], [-1.039, 1.121, -0.414], [-2.653, 2.293, 0.877], [-2.710, 1.289, 1.836], [-3.473, 1.458, 2.977], [-4.202, 2.623, 3.155], [-4.179, 3.615, 2.186], [-3.397, 3.455, 1.057], [-2.116, 0.400, 1.691], [-3.485, 0.682, 3.728], [-4.787, 2.761, 4.054], [-4.760, 4.520, 2.316], [-3.339, 4.228, 0.302], [1.529, 5.204, 2.239], [0.601, 4.386, 1.450], [0.255, 3.179, 2.209], [1.157, 4.057, 0.087], [2.386, 3.201, 0.163], [3.615, 3.854, 0.272], [4.782, 3.138, 0.435], [4.712, 1.755, 0.432], [3.496, 1.124, 0.228], [2.282, 1.805, 0.108], [1.079, 5.480, 3.193], [1.807, 6.106, 1.696], [2.429, 4.619, 2.433], [-0.262, 4.911, 1.282], [1.074, 2.464, 2.160], [-0.614, 2.694, 1.782], [0.046, 3.417, 3.248], [1.381, 5.011, -0.393], [0.373, 3.546, -0.477], [3.665, 4.937, 0.210], [5.731, 3.650, 0.540], [5.614, 1.170, 0.569], [3.496, 0.045, 0.152]], "e_lumo_ev": 2.1, "total_charge": -1, "e_homo_ha": -0.1517, "gap_ev": 6.2366}